Entry a
Density functional theory data (the ωB97M-V functional and the def2-TZVPD basis) for a gas-phase ion, CH3NO4P (charge +1).

Element x y z (Å)
O -3.3810 -0.0077 0.4024
N -2.2952 0.2051 0.0807
C -1.1927 0.5697 -0.0897
P 0.4990 0.1581 -0.0221
O 0.9033 -0.7041 -1.2833
O 0.9149 -0.4680 1.2846
O 1.4945 1.2951 -0.1947
H 0.3644 -1.4719 -1.4618
H 0.5001 -0.6987 2.0916
H 2.1927 1.1225 -0.8078

Properties
total charge	+1
SMILES	O=[N+]=C=P(O)(O)O
frontier orbital gap	11.07	eV


Entry b
Density functional theory data (the ωB97M-V functional and the def2-TZVPD basis) for a gas-phase ion, CH3NO4P (charge +1).

Element x y z (Å)
O -2.5887 2.1664 1.2920
N -1.6809 1.5933 0.8705
C -0.6903 1.2158 0.3737
P 0.2580 -0.3603 -0.1125
O 1.6936 -0.0009 -0.6660
O -0.3860 -1.3717 -1.0846
O 0.6785 -1.1205 1.1707
H 1.6520 0.9280 -1.0327
H -0.5328 -1.6166 -2.0608
H 1.5967 -1.4337 1.2497

Properties
total charge	+1
SMILES	O=[N+]=C=P(O)(O)O
frontier orbital gap	10.06	eV


Stability summary - winner: entry a; margin: 14.8 kcal/mol.


Entry a
Density functional theory data (the ωB97M-V functional and the def2-TZVPD basis) for 8 unconnected molecules or ions with the total composition C11H38N2O8.

Element x y z (Å)
N -2.2237 0.8505 -3.2132
C -1.0667 0.2935 -3.4042
N -0.8987 -0.8265 -2.7932
O -0.1787 0.7155 -4.3802
H -2.5017 1.5095 -3.9902
H -2.9257 0.5615 -2.5482
H -0.1597 -1.3245 -3.2582
H -1.6137 -1.1885 -2.1672
C 1.4003 -0.9895 3.8168
C 0.0043 -0.9975 4.3998
O -0.6117 -2.2275 4.4768
H 1.7653 -0.0235 4.0308
H 1.3483 -1.0375 2.7738
H 2.2083 -1.6345 4.2788
H -0.7567 -0.3695 3.9178
H 0.0423 -0.5955 5.3898
H -0.9517 -2.6525 3.6678
C 2.7773 -2.5675 0.1848
C 1.3913 -3.1265 0.0378
O 1.4953 -4.5225 -0.2222
H 3.3323 -2.7195 -0.7262
H 3.3193 -3.1315 0.9968
H 2.8373 -1.4445 0.4318
H 0.7563 -2.5875 -0.6702
H 0.8963 -3.0885 1.0508
H 0.9153 -4.9665 0.4748
C -1.1267 3.8915 -1.8402
C -2.1967 3.2855 -0.9232
O -3.2687 2.9235 -1.7482
H -1.5237 4.8805 -2.3172
H -0.8517 3.2945 -2.6972
H -0.2647 4.1845 -1.2162
H -2.3787 4.0135 -0.0932
H -1.7587 2.3145 -0.6122
H -2.8537 2.3675 -2.3472
C 0.2093 3.3005 3.1698
O -0.2857 3.6245 1.8598
H 1.2863 3.0565 3.1848
H -0.3707 2.5435 3.7208
H -0.0257 4.1735 3.7508
H -1.0317 4.3205 1.9538
C 1.7493 -2.2455 -3.3652
O 0.6313 -2.4035 -4.2492
H 2.7133 -2.2185 -3.9652
H 1.9273 -3.1835 -2.7262
H 1.6473 -1.4235 -2.6542
H 0.5813 -3.3115 -4.4882
C -1.6837 -1.2475 0.7008
O -1.8307 -0.1345 1.5748
H -1.5977 -1.0295 -0.2732
H -2.5837 -1.9115 0.7828
H -0.8977 -1.9065 1.1148
H -1.0007 0.2855 1.5788
C 1.1653 0.9345 -0.3652
O 1.0813 0.9825 1.0128
H 0.3363 1.5385 -0.7102
H 0.9343 -0.0815 -0.7452
H 2.0663 1.4475 -0.7652
H 0.6013 1.8225 1.1398

Properties
SMILES	NC(N)=O.CCO.CCO.CCO.CO.CO.CO.CO
frontier orbital gap	9.63	eV


Entry b
Density functional theory data (the ωB97M-V functional and the def2-TZVPD basis) for 8 unconnected molecules or ions with the total composition C11H38N2O8.

Element x y z (Å)
N -0.7073 0.4728 -4.2559
C 0.1924 0.2445 -5.1437
N 0.7136 1.2857 -5.6690
O 0.6974 -1.0429 -5.4648
H -0.9587 -0.4383 -3.7525
H -0.7928 1.4178 -3.8479
H 1.5347 1.0024 -6.2434
H 0.4608 2.2612 -5.5455
C 2.3737 -1.3195 4.1450
C 2.7080 -0.7253 2.7765
O 1.8872 0.2901 2.3512
H 1.4041 -1.7670 4.1361
H 2.5460 -0.6351 4.9202
H 2.9431 -2.1708 4.5314
H 2.7437 -1.5168 2.0623
H 3.6279 -0.1937 2.9638
H 1.2662 -0.1125 1.7637
C 0.1816 3.0534 0.9357
C -0.5735 4.3599 0.5483
O 0.3289 5.2051 -0.0848
H -0.4691 2.3619 1.4810
H 0.9788 3.4008 1.5701
H 0.5705 2.5257 0.1187
H -0.9701 4.8884 1.4437
H -1.3636 4.1346 -0.1441
H -0.0680 6.0426 -0.2862
C 0.8344 -0.7566 -1.2711
C 0.0229 -1.6498 -0.3814
O -0.0981 -0.8291 0.7293
H 0.8194 -1.1106 -2.3545
H 1.8655 -0.8381 -1.1192
H 0.5904 0.3447 -1.2998
H 0.4041 -2.6697 -0.1408
H -0.9116 -1.8920 -0.8559
H -0.8354 -0.1893 0.5834
C -1.9223 -3.0358 2.4376
O -2.0030 -2.9591 3.8647
H -2.2311 -3.9958 2.0946
H -0.8250 -2.9419 2.1825
H -2.3445 -2.2244 1.8667
H -2.8441 -2.5235 4.0803
C 3.7023 1.9091 0.1947
O 4.8213 2.7033 -0.0706
H 3.1005 2.3907 0.9357
H 4.0935 0.9954 0.6402
H 3.1232 1.7069 -0.7059
H 5.4370 2.7528 0.6479
C -2.4989 0.6790 -0.8576
O -2.3262 0.4847 0.5273
H -1.6125 1.2234 -1.2562
H -3.3568 1.2945 -1.0755
H -2.3838 -0.2947 -1.3601
H -2.7156 1.2356 0.9883
C -3.2514 -4.0077 -0.8433
O -4.3252 -3.6186 0.0212
H -3.1293 -3.2167 -1.5664
H -3.4369 -4.9969 -1.2027
H -2.2871 -4.1302 -0.3875
H -4.7315 -2.8646 -0.3558

Properties
SMILES	NC(N)=O.CCO.CCO.CCO.CO.CO.CO.CO
frontier orbital gap	9.25	eV


Stability summary - winner: entry b; margin: 6.4 kcal/mol.


Entry a
Density functional theory data (the ωB97M-V functional and the def2-TZVPD basis) for a single C2H3OP molecule.

Element x y z (Å)
C -0.9751 0.5826 -0.1649
C -0.0507 -0.3312 -0.0693
P 1.6536 0.1285 -0.0197
O 2.3165 -1.0553 0.4689
H -0.8528 1.6018 -0.6150
H -2.0381 0.3324 -0.0155
H -0.0533 -1.2587 0.4155

Properties
SMILES	C=CP=O
frontier orbital gap	8.68	eV


Entry b
Density functional theory data (the ωB97M-V functional and the def2-TZVPD basis) for a single C2H3OP molecule.

Element x y z (Å)
C 0.5727 0.6550 0.2796
C 0.1238 -0.1025 -0.7097
P -1.2938 -1.2440 -0.3728
O -1.4425 -1.2034 1.0786
H 0.1138 0.5955 1.2552
H 1.3811 1.3580 0.1716
H 0.5449 -0.0585 -1.7024

Properties
SMILES	C=CP=O
frontier orbital gap	8.62	eV


Entry c
Density functional theory data (the ωB97M-V functional and the def2-TZVPD basis) for a single C2H3OP molecule.

Element x y z (Å)
C 0.9855 0.2982 -0.3052
C 0.0079 -0.4411 0.1395
P -1.7954 -0.4888 -0.2795
O -2.3405 0.8057 0.1446
H 1.0572 1.2276 -0.8201
H 1.9079 -0.1877 0.1233
H 0.1774 -1.2139 0.9974

Properties
SMILES	C=CP=O
frontier orbital gap	8.64	eV


Stability summary - winner: entry b; margin: 8.5 kcal/mol.


Entry a
Density functional theory data (the ωB97M-V functional and the def2-TZVPD basis) for 2 unconnected molecules or ions with the total composition C3H12NO2.

Element x y z (Å)
C -0.4150 -0.7308 -0.1920
C -0.5526 -0.4426 1.3349
C -1.9389 0.1160 1.6662
O 0.5012 0.4709 1.6192
N 1.0598 -0.7001 -0.5174
H -0.9170 -0.0641 -0.8802
H -0.7243 -1.7525 -0.3925
H -0.3845 -1.4174 1.7938
H -1.9867 1.1897 1.6437
H -2.6859 -0.3436 1.0404
H -2.0814 -0.1814 2.7093
H 0.1586 1.1019 2.2655
H 1.4780 0.1675 -0.1565
H 1.5819 -1.5368 -0.2626
H 1.1625 -0.5454 -1.5277
H 2.4013 1.1575 -3.8519
H 1.4220 2.1536 -3.2520
O 1.9210 1.3576 -3.0402

Properties
total charge	+1
frontier orbital gap	11.87	eV


Entry b
Density functional theory data (the ωB97M-V functional and the def2-TZVPD basis) for 3 unconnected molecules or ions with the total composition C3H12NO2.

Element x y z (Å)
C -2.3263 -1.1227 1.3892
C -1.0236 -0.8648 2.1050
C 0.8486 0.4424 1.4813
N -0.1715 -0.2350 1.0558
H -2.8130 -0.2198 1.2710
H -2.2613 -1.5697 0.3815
H -3.1572 -1.6126 1.9667
H -1.2791 -0.2039 2.9656
H -0.5077 -1.8069 2.4765
H 1.8256 0.6101 0.9997
H 0.9540 0.4671 2.6322
H 0.0024 0.0196 -0.1642
H 3.1764 2.0924 -4.3197
H 3.1518 0.8967 -4.9140
O 2.7090 1.2868 -4.1340
H -0.4029 0.9734 -1.8223
H 0.9304 0.2047 -2.0394
O 0.3445 0.6421 -1.3309

Properties
total charge	+1
frontier orbital gap	10.41	eV


Stability summary - winner: entry a; margin: 52.4 kcal/mol.


Entry a
Density functional theory data (the ωB97M-V functional and the def2-TZVPD basis) for 3 unconnected molecules or ions with the total composition C3H12NO2.

Element x y z (Å)
C 2.1523 -0.0255 1.9376
C 1.3250 0.1455 0.7138
C 1.7665 -0.1544 -0.4884
N 0.8605 -0.0123 -1.6329
H 1.8164 -0.9040 2.4941
H 2.0151 0.8126 2.6256
H 3.2201 -0.0895 1.7889
H 0.3228 0.5094 0.8973
H 2.7908 -0.3216 -0.7564
H 1.1481 0.6832 -2.3264
H -0.1062 0.2406 -1.3342
H 0.7766 -0.8693 -2.1976
H -2.1985 0.1647 -0.5209
H -2.3240 1.5131 -1.1871
O -1.6867 0.8016 -1.0574
H -4.2381 -0.7774 -0.3895
H -3.9970 -1.1182 1.0815
O -3.6438 -0.5984 0.3520

Properties
total charge	+1
frontier orbital gap	11.31	eV


Entry b
Density functional theory data (the ωB97M-V functional and the def2-TZVPD basis) for 3 unconnected molecules or ions with the total composition C3H12NO2.

Element x y z (Å)
C -1.6137 -0.1359 -0.7412
C -0.2872 0.4964 -1.1555
C -0.0015 1.2423 -2.1983
N 0.7562 0.2634 -0.1094
H -2.4188 0.6666 -0.8120
H -1.7480 -0.8957 -1.5104
H -1.6117 -0.5545 0.2791
H 0.9229 1.6958 -2.4812
H -0.7742 1.4905 -2.9290
H 0.6813 0.7732 0.7985
H 1.6855 0.5048 -0.4741
H 0.7440 -0.7224 0.2145
H 0.8612 1.1699 3.0817
H -0.7370 1.4495 3.0897
O 0.0574 1.2723 2.5631
H 0.7939 -3.2249 1.4272
H 1.4314 -2.9356 0.0437
O 1.2581 -2.5557 0.9136

Properties
total charge	+1
frontier orbital gap	11.33	eV


Stability summary - winner: entry a; margin: 5.9 kcal/mol.


Entry a
Density functional theory data (the ωB97M-V functional and the def2-TZVPD basis) for 3 unconnected molecules or ions with the total composition C3H12NO2.

Element x y z (Å)
C 0.2656 -1.9740 0.5113
C 1.2492 -0.9713 -0.0784
C 0.9113 1.4435 -0.2402
N 0.4533 0.3000 -0.2230
H 0.3596 -1.9019 1.6637
H -0.7909 -1.9430 0.2189
H 0.6097 -2.9728 0.2274
H 2.0875 -0.7498 0.5654
H 1.4941 -1.4508 -1.0620
H 0.5764 2.4088 0.1380
H 1.8330 1.5331 -0.8340
H -0.4797 0.2466 -0.5142
H -2.3449 -0.1749 -2.6725
H -1.2233 -0.0685 -3.6644
O -1.4411 -0.1279 -2.7414
H -0.8121 2.7529 2.6565
H -1.6115 1.8491 3.4892
O -1.1361 1.8011 2.5597

Properties
total charge	+1
frontier orbital gap	9.65	eV


Entry b
Density functional theory data (the ωB97M-V functional and the def2-TZVPD basis) for 2 unconnected molecules or ions with the total composition C3H12NO2.

Element x y z (Å)
C -0.1539 -0.2669 0.0922
C -0.2818 0.6856 -1.1599
C -1.7461 1.1200 -1.2261
O 0.6895 1.6887 -1.1466
N 1.3702 -0.5017 0.2236
H -0.8017 0.0974 0.8897
H -0.5514 -1.2664 -0.1254
H 0.0130 0.0963 -2.0254
H -2.3516 0.2857 -1.5795
H -1.7813 1.9947 -1.8828
H -2.1118 1.4981 -0.2563
H 0.5090 2.3486 -0.4718
H 1.7934 0.1907 -0.4016
H 1.5189 -1.4607 -0.0819
H 1.7438 -0.5158 1.1745
H 1.2211 -2.0044 3.2776
H -0.0106 -1.9254 2.3291
O 0.9315 -2.0645 2.3705

Properties
total charge	+1
frontier orbital gap	11.93	eV


Stability summary - winner: entry b; margin: 51.8 kcal/mol.


Entry a
Density functional theory data (the ωB97M-V functional and the def2-TZVPD basis) for 2 unconnected molecules or ions with the total composition C3H9O3.

Element x y z (Å)
C 0.4730 -1.6821 0.0656
C 1.9263 -1.2859 -0.1023
O 2.4822 -1.3624 -1.3915
C -0.0502 -1.8616 1.5466
O -1.3154 -1.6012 1.8755
H -0.1648 -0.8376 -0.1906
H 0.1864 -2.4856 -0.6515
H 2.5678 -1.8831 0.5860
H 1.8512 -0.2385 0.1746
H 2.4966 -2.2471 -1.7704
H 0.6238 -1.2745 2.3362
H 0.1961 -2.9546 1.7182
H -2.3211 6.0516 -1.6949
H -3.4895 6.1954 -0.7711
O -3.1528 6.5327 -1.6025

Properties
total charge	-1
frontier orbital gap	5.00	eV


Entry b
Density functional theory data (the ωB97M-V functional and the def2-TZVPD basis) for 2 unconnected molecules or ions with the total composition C3H9O3.

Element x y z (Å)
C 0.2554 0.3103 0.4915
O 0.1725 1.6448 0.1986
C -0.4999 -0.5518 -0.5605
C -1.0937 -1.8675 -0.0183
O -0.1289 -2.9419 0.0376
H 1.2830 -0.1265 0.5307
H -0.2142 0.1739 1.4878
H 0.0347 -0.6710 -1.5144
H -1.3623 0.0443 -0.8751
H -1.2967 -1.6442 1.0267
H -1.9697 -2.1685 -0.5939
H 0.4352 -2.8061 -0.7387
H 1.3539 4.1450 -0.2633
H 1.2524 2.7998 0.3368
O 1.7784 3.6593 0.4545

Properties
total charge	-1
frontier orbital gap	6.91	eV


Entry c
Density functional theory data (the ωB97M-V functional and the def2-TZVPD basis) for 2 unconnected molecules or ions with the total composition C3H9O3.

Element x y z (Å)
C 0.5617 -0.3694 -0.4638
O 1.2526 0.4026 0.3645
C -0.8746 -0.7643 0.0576
C -1.4151 0.3618 0.9124
O -2.8000 0.1670 1.2849
H 0.3612 0.0261 -1.5037
H 1.0321 -1.3391 -0.7303
H -0.7849 -1.6653 0.6844
H -1.5541 -0.9604 -0.7731
H -0.9174 0.4959 1.8622
H -1.3369 1.2845 0.3328
H -3.2005 -0.3303 0.5664
H 3.4686 1.3934 -1.4512
H 2.6540 0.6076 -0.3369
O 3.5531 0.6899 -0.8062

Properties
total charge	-1
frontier orbital gap	7.00	eV


Stability summary - winner: entry c; margin: 4.8 kcal/mol.